(1)
Computed, not measured: the molecule C22H23F3N2O5S, with the ωB97M-V functional and the def2-TZVPD basis.

Geometry as XYZ:
```
56
Properties=species:S:1:pos:R:3
C -3.33180 -3.80588 -0.16036
C -3.20298 -3.16515 -1.30565
C -3.06566 -1.67810 -1.46148
N -2.85480 -0.98178 -0.21291
C -1.66466 -1.11354 0.48733
C -1.53981 -0.55620 1.76386
C -0.34445 -0.62217 2.45029
C 0.76245 -1.24581 1.89874
C 0.63223 -1.82141 0.64699
C 1.78190 -2.52478 -0.00711
F 2.93196 -2.44701 0.67189
F 2.04857 -2.04381 -1.24318
F 1.54498 -3.84046 -0.18755
C -0.56209 -1.77099 -0.05738
S -3.86210 0.32956 0.13480
O -4.74119 0.48374 -0.98526
O -4.46327 0.17514 1.42503
C -2.71895 1.71667 0.20306
C -2.99299 2.77134 1.05424
C -2.09255 3.82251 1.14533
C -0.91236 3.78521 0.42363
C -0.64232 2.71443 -0.42479
C 0.68981 2.62253 -1.07639
O 1.55510 3.45426 -0.97596
O 0.82330 1.48934 -1.78841
C 2.15680 1.12343 -2.07290
C 2.84194 0.75728 -0.74119
O 2.23973 0.81383 0.30832
N 4.11999 0.37474 -0.87445
C 4.96123 0.03462 0.25319
C 6.13138 1.00688 0.39522
C 6.99452 0.65311 1.59909
C -1.57126 1.68768 -0.55776
H -3.43756 -4.87589 -0.12199
H -3.34085 -3.28595 0.78254
H -3.20480 -3.70049 -2.24594
H -2.26752 -1.44722 -2.18144
H -3.99640 -1.27467 -1.87113
H -2.39691 -0.08763 2.21775
H -0.27235 -0.17935 3.43110
H 1.70122 -1.28336 2.42511
H -0.61462 -2.24788 -1.02203
H -3.89712 2.74464 1.64190
H -2.30195 4.65522 1.79892
H -0.17505 4.56847 0.51382
H 2.10861 0.25667 -2.73285
H 2.69309 1.95140 -2.55062
H 4.54535 0.36502 -1.78775
H 5.33082 -0.98852 0.13305
H 4.32497 0.07412 1.13886
H 6.73907 0.97772 -0.51279
H 5.73879 2.01925 0.50598
H 7.82612 1.34734 1.68762
H 7.39465 -0.35325 1.49937
H 6.40787 0.69960 2.51298
H -1.37128 0.87100 -1.23016
```

**Total energy**: -2035.66158 a.u.
**HOMO level**: -8.731 eV
**Energy relative to the best compared isomer or geometry (same formula, charge and spin)**: 1.1 kcal per mole
**LUMO**: 0.122 eV
**SMILES string**: C=CCN(c1cccc(C(F)(F)F)c1)S(=O)(=O)c1cccc(C(=O)OCC(=O)NCCC)c1



(2)
Computed, not measured: a structure of composition C22H23F6I2N7O7S2Yb, with the ωB97M-V functional and the def2-TZVPD basis.

Geometry as XYZ:
```
70
Properties=species:S:1:pos:R:3
Yb -0.60278 0.78446 0.27799
O 1.94746 3.95937 1.71529
C 0.99018 3.26567 1.43312
N 0.90661 2.39082 0.39893
C 2.14487 2.30947 -0.36979
C 2.33533 0.93884 -0.94198
C 3.44954 0.65423 -1.74357
C 3.62991 -0.63637 -2.21693
C 2.68981 -1.64287 -1.93439
C 1.60194 -1.25356 -1.22329
N 1.41773 -0.01149 -0.73570
C -0.28563 3.39884 2.23097
C -0.44464 4.53466 2.96721
C -1.71045 4.82853 3.45772
C -2.72041 3.92915 3.24522
C -2.48211 2.77153 2.52640
N -1.26503 2.51637 1.99830
H 2.98674 2.55736 0.27750
H 2.13634 3.02135 -1.21986
H 4.17511 1.43641 -1.92297
H 4.47828 -0.83722 -2.84239
H 2.83478 -2.66777 -2.23087
H 0.82163 -1.94333 -0.99919
H 0.36491 5.24236 3.08917
H -1.87616 5.79044 3.90303
H -3.72526 4.14273 3.60129
H -3.29806 2.07993 2.27276
C -4.95869 1.41582 -0.34465
O -4.90359 0.15267 0.37442
C -3.72780 -0.26431 0.73734
O -2.74132 0.46430 0.70355
N -3.69923 -1.53088 1.20773
N -2.45095 -2.08162 1.50990
H -6.01690 1.62404 -0.48287
H -4.44160 1.31755 -1.29849
H -4.52367 2.19871 0.29873
H -4.54464 -2.07672 1.19176
H -2.18712 -2.78764 0.83876
H -2.46835 -2.47779 2.43634
I 0.56282 -1.19772 3.39974
I -1.63703 -0.16065 4.67272
F -1.14077 -2.84320 -3.36143
C -1.29502 -1.55906 -3.66952
F -0.09318 -1.10214 -3.95749
F -2.06752 -1.44599 -4.73542
S -2.07983 -0.66950 -2.19349
O -1.65964 -1.37061 -0.99035
O -3.44062 -0.59039 -2.54380
N -1.32366 0.70555 -1.94581
S -1.21542 1.94599 -2.93096
O 0.10999 2.45167 -2.77385
O -1.84861 1.51975 -4.13195
C -2.21730 3.28296 -2.22424
F -1.97071 3.36271 -0.89307
F -3.52773 3.10711 -2.37616
F -1.81289 4.35789 -2.83624
C 4.97696 -5.47611 -0.04508
C 4.06622 -4.44838 0.57948
C 2.72419 -4.65643 0.75218
C 1.92829 -3.70029 1.34541
N 2.40849 -2.53781 1.79867
C 3.70478 -2.30358 1.62670
C 4.55462 -3.22084 1.05981
H 4.53237 -6.47414 -0.00442
H 5.91738 -5.49718 0.46530
H 5.20068 -5.25662 -1.10423
H 2.25556 -5.57094 0.36970
H 0.85624 -3.85711 1.50905
H 4.09790 -1.37718 2.00653
H 5.59671 -2.93176 0.94573
```

**Net charge**: +1
**Total energy**: -4911.73973 a.u.
**HOMO level (spin up / spin down)**: -11.644 / -11.653 eV
**2S+1**: 2
**Energy relative to the best compared isomer or geometry (same formula, charge and spin)**: 7.7 kcal per mole
**Expectation value of S²**: 0.751
**LUMO (spin up / spin down)**: -3.816 / -3.816 eV



(3)
Computed, not measured: a structure of composition C22H23F6KN2O4SSb, with the ωB97M-V functional and the def2-TZVPD basis.

Geometry as XYZ:
```
60
Properties=species:S:1:pos:R:3
K -0.15310 0.34835 0.52966
C 0.22029 -1.92111 -4.33003
C 1.52357 -1.58604 -3.60719
C 1.74415 -2.57851 -2.46020
C 1.57162 -0.18320 -3.04961
C 0.44934 0.61801 -2.90704
C 0.53480 1.86149 -2.30986
C 1.74392 2.35211 -1.84070
C 1.81196 3.70669 -1.20675
C 2.87620 1.56880 -2.01975
C 2.78919 0.32348 -2.61178
H 0.31284 -2.89357 -4.81395
H -0.01522 -1.17730 -5.09004
H -0.60102 -1.97149 -3.61961
H 2.35585 -1.68904 -4.32249
H 0.93454 -2.48454 -1.74011
H 2.68032 -2.38698 -1.94101
H 1.75293 -3.59975 -2.84073
H -0.51000 0.27549 -3.24955
H -0.36035 2.45213 -2.19443
H 0.91456 3.89970 -0.62320
H 1.87557 4.47700 -1.97917
H 2.68262 3.78642 -0.55808
H 3.84126 1.93310 -1.68887
H 3.68778 -0.26942 -2.72963
O 1.37816 0.00422 2.09604
C 2.13219 -0.92466 1.78818
O 2.73848 -1.01272 0.68704
C 2.42388 -2.01140 2.77301
C 1.72238 -2.18835 3.95222
C 2.11368 -3.16730 4.84918
C 3.23932 -3.93539 4.57061
C 3.92986 -3.78267 3.38731
C 3.50471 -2.83827 2.45295
S 4.25347 -2.65564 0.92493
H 0.86630 -1.55478 4.12615
H 1.55900 -3.33719 5.76374
H 3.57758 -4.67655 5.28281
H 4.80277 -4.37741 3.16313
F -1.63260 0.05026 -1.07015
Sb -3.18155 -0.81999 -0.14856
F -4.06055 0.85921 -0.75307
F -3.41911 -1.69679 1.68587
F -5.14561 -1.29060 -0.01344
F -1.86852 -2.30441 -0.16543
F -3.49888 -1.48527 -1.96317
C -4.83362 1.37621 2.21723
N -3.88223 2.26493 1.60063
C -4.21434 3.56256 1.39489
C -3.33739 4.45005 0.89760
C -1.98091 4.00184 0.59305
O -1.10814 4.77076 0.20103
N -1.72907 2.67360 0.77272
C -2.61147 1.83210 1.22628
O -2.32650 0.60990 1.40940
H -5.83716 1.57658 1.84277
H -4.81353 1.51355 3.30392
H -4.57835 0.34690 1.98642
H -5.23596 3.82501 1.65185
H -3.60991 5.47992 0.71700
```

**Net charge**: -2
**Total energy**: -3100.45800 a.u.
**HOMO level (spin up / spin down)**: -2.716 / -2.848 eV
**2S+1**: 2
**Expectation value of S²**: 0.755
**LUMO (spin up / spin down)**: 4.353 / 4.185 eV



(4)
Computed, not measured: a structure of composition C22H23F9N3O2Ru, with the ωB97M-V functional and the def2-TZVPD basis.

Geometry as XYZ:
```
60
Properties=species:S:1:pos:R:3
Ru 0.04966 -0.81792 0.28706
C 0.63902 -1.09202 3.19983
N 1.36100 -1.15906 1.91042
C 1.93132 -2.51935 1.73032
C 2.43373 -0.15872 1.83729
C 3.49816 -0.16365 2.71893
C 4.50720 0.78069 2.59572
C 4.43450 1.71669 1.57274
C 3.36943 1.72798 0.68867
C 2.33833 0.78612 0.80877
N 1.23393 0.71303 -0.02369
C 0.89457 1.84685 -0.81235
C 0.66075 3.07344 -0.19599
C 0.15682 4.15550 -0.89730
C -0.13295 3.99729 -2.24705
C 0.11833 2.79418 -2.88165
C 0.65977 1.69885 -2.19184
N 0.89912 0.49991 -2.83706
C 2.09262 -0.27438 -2.57422
C 0.20453 0.19620 -4.06412
H 1.31227 -1.33330 4.02674
H -0.18047 -1.80590 3.17448
H 0.24905 -0.08543 3.33259
H 2.63866 -2.74027 2.53182
H 2.45979 -2.55960 0.77740
H 1.11994 -3.24128 1.73596
H 3.54650 -0.90263 3.50952
H 5.33869 0.78235 3.28675
H 5.22125 2.45195 1.46052
H 3.32197 2.46634 -0.10015
H 0.85403 3.15105 0.86843
H -0.02423 5.09731 -0.39682
H -0.54300 4.82137 -2.81697
H -0.09088 2.70072 -3.93837
H 2.60379 -0.48454 -3.51903
H 1.87954 -1.23097 -2.08396
H 2.78184 0.28500 -1.94389
H 0.64808 0.67750 -4.94753
H -0.84068 0.49586 -3.98908
H 0.22851 -0.88213 -4.22344
C -2.24587 1.39932 0.69615
C -1.43490 0.33709 0.05837
O -1.51299 -0.08582 -1.07861
H -3.28086 1.05530 0.73648
H -2.19549 2.29063 0.06850
H -1.88905 1.61815 1.69783
F -1.18320 -5.27974 -0.21871
C -1.66824 -4.77520 0.92226
F -0.73087 -4.94825 1.86035
F -2.73153 -5.50659 1.27829
C -1.99810 -3.25616 0.74780
O -0.82799 -2.58747 0.79242
C -2.78300 -3.07747 -0.59207
F -3.63760 -4.08438 -0.81985
F -1.94176 -3.01064 -1.62114
F -3.50925 -1.94775 -0.57591
C -2.91218 -2.80459 1.92777
F -4.17175 -3.23866 1.82183
F -2.95014 -1.46511 2.00371
F -2.42124 -3.24425 3.09684
```

**Total energy**: -2160.58355 a.u.
**HOMO level (spin up / spin down)**: -7.260 / -7.514 eV
**2S+1**: 2
**Energy relative to the best compared isomer or geometry (same formula, charge and spin)**: 0.0 kcal per mole
**Expectation value of S²**: 0.760
**LUMO (spin up / spin down)**: 0.558 / -0.419 eV



The lowest total energy belongs to which entry?
C22H23F6I2N7O7S2Yb



What did the first record say?
Computed, not measured: the molecule C22H23F3N2O5S, with the ωB97M-V functional and the def2-TZVPD basis.

Geometry as XYZ:
```
56
Properties=species:S:1:pos:R:3
C -3.33180 -3.80588 -0.16036
C -3.20298 -3.16515 -1.30565
C -3.06566 -1.67810 -1.46148
N -2.85480 -0.98178 -0.21291
C -1.66466 -1.11354 0.48733
C -1.53981 -0.55620 1.76386
C -0.34445 -0.62217 2.45029
C 0.76245 -1.24581 1.89874
C 0.63223 -1.82141 0.64699
C 1.78190 -2.52478 -0.00711
F 2.93196 -2.44701 0.67189
F 2.04857 -2.04381 -1.24318
F 1.54498 -3.84046 -0.18755
C -0.56209 -1.77099 -0.05738
S -3.86210 0.32956 0.13480
O -4.74119 0.48374 -0.98526
O -4.46327 0.17514 1.42503
C -2.71895 1.71667 0.20306
C -2.99299 2.77134 1.05424
C -2.09255 3.82251 1.14533
C -0.91236 3.78521 0.42363
C -0.64232 2.71443 -0.42479
C 0.68981 2.62253 -1.07639
O 1.55510 3.45426 -0.97596
O 0.82330 1.48934 -1.78841
C 2.15680 1.12343 -2.07290
C 2.84194 0.75728 -0.74119
O 2.23973 0.81383 0.30832
N 4.11999 0.37474 -0.87445
C 4.96123 0.03462 0.25319
C 6.13138 1.00688 0.39522
C 6.99452 0.65311 1.59909
C -1.57126 1.68768 -0.55776
H -3.43756 -4.87589 -0.12199
H -3.34085 -3.28595 0.78254
H -3.20480 -3.70049 -2.24594
H -2.26752 -1.44722 -2.18144
H -3.99640 -1.27467 -1.87113
H -2.39691 -0.08763 2.21775
H -0.27235 -0.17935 3.43110
H 1.70122 -1.28336 2.42511
H -0.61462 -2.24788 -1.02203
H -3.89712 2.74464 1.64190
H -2.30195 4.65522 1.79892
H -0.17505 4.56847 0.51382
H 2.10861 0.25667 -2.73285
H 2.69309 1.95140 -2.55062
H 4.54535 0.36502 -1.78775
H 5.33082 -0.98852 0.13305
H 4.32497 0.07412 1.13886
H 6.73907 0.97772 -0.51279
H 5.73879 2.01925 0.50598
H 7.82612 1.34734 1.68762
H 7.39465 -0.35325 1.49937
H 6.40787 0.69960 2.51298
H -1.37128 0.87100 -1.23016
```

**Total energy**: -2035.66158 a.u.
**HOMO level**: -8.731 eV
**Energy relative to the best compared isomer or geometry (same formula, charge and spin)**: 1.1 kcal per mole
**LUMO**: 0.122 eV
**SMILES string**: C=CCN(c1cccc(C(F)(F)F)c1)S(=O)(=O)c1cccc(C(=O)OCC(=O)NCCC)c1